{
  "formula": "C28H20BrN2PRuSe2",
  "method": "ωB97M-V/def2-TZVPD",
  "species": ["Ru", "Br", "C", "C", "C", "C", "C", "C", "C", "C", "C", "C", "H", "H", "H", "H", "H", "H", "Se", "P", "Se", "C", "C", "C", "C", "C", "C", "C", "C", "C", "C", "C", "C", "H", "H", "H", "H", "H", "H", "H", "H", "H", "H", "N", "C", "C", "C", "C", "C", "N", "C", "H", "H", "H", "H"],
  "xyz": [[0.457, 0.753, -0.652], [1.281, 3.670, -1.028], [-0.410, 4.228, -0.370], [-0.576, 5.542, -0.039], [-1.836, 5.983, 0.403], [-2.884, 5.108, 0.465], [-2.718, 3.752, 0.103], [-3.818, 2.855, 0.106], [-3.673, 1.562, -0.301], [-2.403, 1.088, -0.687], [-1.276, 1.891, -0.629], [-1.445, 3.274, -0.300], [0.247, 6.237, -0.125], [-1.968, 7.021, 0.673], [-3.863, 5.445, 0.781], [-4.789, 3.232, 0.406], [-4.527, 0.898, -0.339], [-2.319, 0.062, -1.027], [0.255, -1.166, -2.253], [0.717, -2.508, -0.488], [2.740, -2.904, -0.140], [-0.032, -1.476, 0.835], [-1.391, -1.530, 1.145], [-1.921, -0.683, 2.108], [-1.117, 0.252, 2.747], [0.239, 0.311, 2.458], [0.792, -0.570, 1.526], [-0.353, -3.951, -0.657], [0.004, -5.100, 0.045], [-0.812, -6.219, -0.007], [-1.975, -6.197, -0.763], [-2.327, -5.056, -1.472], [-1.519, -3.931, -1.422], [-2.031, -2.244, 0.642], [-2.973, -0.748, 2.354], [-1.543, 0.920, 3.484], [0.880, 1.003, 2.989], [1.866, -0.644, 1.390], [0.925, -5.119, 0.614], [-0.531, -7.111, 0.535], [-2.605, -7.075, -0.810], [-3.225, -5.046, -2.074], [-1.789, -3.051, -1.991], [6.236, -1.158, -3.188], [5.641, -0.590, -2.389], [4.895, 0.125, -1.390], [5.527, 0.739, -0.319], [4.749, 1.408, 0.614], [3.382, 1.441, 0.436], [2.767, 0.836, -0.592], [3.510, 0.182, -1.485], [6.603, 0.693, -0.222], [5.195, 1.904, 1.463], [2.747, 1.976, 1.131], [2.993, -0.313, -2.294]],
  "total_charge": 1,
  "lumo_energy_ev": [-3.1, -5.3],
  "e_homo_ev": [-10.91, -10.97],
  "orbital_gap_ev": [7.831, 5.631],
  "multiplicity": 6
}

***

{
  "formula": "C28H20Cl5FeN2S2",
  "method": "ωB97M-V/def2-TZVPD",
  "species": ["Fe", "C", "C", "C", "C", "C", "C", "C", "C", "S", "C", "N", "C", "C", "C", "C", "C", "C", "C", "C", "H", "H", "H", "H", "H", "H", "H", "H", "H", "H", "H", "H", "H", "H", "H", "H", "S", "C", "C", "C", "C", "C", "N", "H", "H", "H", "H", "Cl", "C", "C", "C", "Cl", "C", "Cl", "C", "Cl", "C", "Cl"],
  "xyz": [[1.937, -0.194, -1.248], [-5.043, -1.457, 1.884], [-4.040, -0.464, 1.262], [-4.414, 0.956, 1.741], [-4.182, -0.551, -0.274], [-2.670, -0.786, 1.752], [-2.452, -0.834, 3.136], [-1.204, -0.995, 3.699], [-0.138, -1.119, 2.839], [1.511, -1.333, 3.199], [1.884, -1.170, 1.535], [0.881, -1.010, 0.730], [-0.311, -0.991, 1.449], [-1.570, -0.900, 0.908], [3.261, -1.350, 1.066], [4.299, -1.634, 1.940], [5.522, -1.991, 1.421], [5.744, -1.917, 0.061], [4.718, -1.523, -0.807], [3.467, -1.222, -0.305], [-6.082, -1.199, 1.550], [-5.038, -1.394, 2.972], [-4.840, -2.484, 1.631], [-5.445, 1.192, 1.449], [-3.706, 1.710, 1.364], [-4.381, 1.022, 2.844], [-5.210, -0.340, -0.528], [-3.963, -1.556, -0.627], [-3.502, 0.183, -0.687], [-3.330, -0.745, 3.750], [-1.088, -1.070, 4.791], [-1.655, -0.886, -0.151], [4.150, -1.650, 3.020], [6.343, -2.252, 2.090], [6.704, -2.153, -0.352], [4.925, -1.420, -1.838], [3.207, 0.545, -3.368], [1.667, -0.076, -3.886], [1.161, 0.072, -5.182], [-0.144, -0.256, -5.411], [-0.956, -0.743, -4.361], [-0.394, -0.968, -3.149], [0.901, -0.625, -2.928], [1.855, 0.426, -5.910], [-0.581, -0.116, -6.393], [-1.992, -0.996, -4.512], [-0.924, -1.350, -2.287], [4.257, 2.042, -0.377], [2.674, 2.649, -0.164], [1.632, 1.806, -0.532], [0.376, 2.386, -0.440], [-0.967, 1.494, -1.075], [0.108, 3.654, 0.073], [-1.472, 4.229, 0.336], [1.196, 4.455, 0.421], [0.961, 5.975, 1.124], [2.483, 3.963, 0.224], [3.876, 4.961, 0.531]],
  "lumo_energy_ev": [-0.1, -1.0],
  "e_homo_ev": [-8.24, -8.17],
  "orbital_gap_ev": [8.099, 7.168],
  "multiplicity": 6
}

***

{
  "formula": "C28H20F10N4S5SiTa",
  "method": "ωB97M-V/def2-TZVPD",
  "species": ["Ta", "C", "S", "C", "S", "N", "N", "C", "C", "C", "C", "C", "C", "N", "H", "H", "H", "H", "H", "H", "H", "H", "F", "C", "C", "F", "C", "F", "C", "S", "C", "F", "C", "F", "C", "Si", "C", "C", "C", "C", "C", "C", "N", "C", "S", "H", "H", "H", "H", "H", "H", "H", "H", "H", "H", "H", "H", "F", "C", "C", "F", "C", "F", "C", "S", "C", "F", "C", "F"],
  "xyz": [[0.101, 0.078, -0.370], [5.112, -1.626, -1.926], [3.813, -2.863, -2.087], [2.412, -2.047, -1.473], [2.521, -0.474, -0.781], [1.315, -2.741, -1.571], [0.209, -2.079, -1.119], [-0.867, -2.773, -1.151], [-2.090, -2.166, -0.677], [-3.288, -2.851, -0.708], [-4.434, -2.223, -0.246], [-4.326, -0.930, 0.232], [-3.093, -0.302, 0.226], [-1.975, -0.896, -0.217], [5.995, -2.098, -2.354], [4.871, -0.730, -2.491], [5.306, -1.387, -0.883], [-0.843, -3.791, -1.524], [-3.311, -3.859, -1.099], [-5.388, -2.732, -0.263], [-5.185, -0.389, 0.602], [-2.994, 0.712, 0.570], [-1.199, 5.339, 4.500], [-1.196, 4.624, 3.386], [-1.435, 3.259, 3.438], [-1.655, 2.663, 4.608], [-1.424, 2.526, 2.272], [-1.619, 1.196, 2.367], [-1.173, 3.099, 1.032], [-1.204, 2.203, -0.491], [-0.940, 4.468, 1.009], [-0.692, 5.081, -0.143], [-0.948, 5.229, 2.168], [-0.715, 6.533, 2.112], [1.865, 2.535, 4.645], [2.905, 1.008, 4.375], [3.400, 0.253, 6.006], [4.403, 1.364, 3.320], [1.855, -0.302, 3.464], [1.612, -1.564, 4.001], [0.868, -2.528, 3.323], [0.369, -2.216, 2.083], [0.582, -1.011, 1.541], [1.292, -0.084, 2.209], [1.346, 1.407, 1.274], [2.436, 3.272, 5.215], [0.960, 2.307, 5.211], [1.575, 3.003, 3.702], [4.011, 0.966, 6.563], [3.996, -0.653, 5.878], [2.535, 0.013, 6.629], [5.056, 2.078, 3.827], [4.131, 1.793, 2.354], [4.980, 0.456, 3.139], [2.014, -1.813, 4.976], [0.691, -3.503, 3.752], [-0.202, -2.924, 1.496], [1.669, -3.638, -6.176], [1.291, -2.635, -5.400], [-0.007, -2.583, -4.919], [-0.876, -3.542, -5.231], [-0.388, -1.539, -4.101], [-1.646, -1.524, -3.636], [0.500, -0.542, -3.722], [0.015, 0.788, -2.662], [1.786, -0.598, -4.245], [2.675, 0.348, -3.946], [2.188, -1.635, -5.068], [3.433, -1.680, -5.526]],
  "total_charge": 1,
  "lumo_energy_ev": -4.7,
  "e_homo_ev": -11.27,
  "orbital_gap_ev": 6.597,
  "multiplicity": 1
}

***

{
  "formula": "C28H20LaN5O9S",
  "method": "ωB97M-V/def2-TZVPD",
  "species": ["La", "O", "C", "C", "C", "C", "C", "C", "C", "N", "N", "C", "O", "C", "C", "C", "C", "C", "C", "H", "H", "H", "H", "H", "H", "H", "H", "H", "H", "O", "C", "O", "C", "C", "C", "N", "C", "C", "C", "O", "O", "H", "H", "H", "N", "C", "C", "C", "C", "C", "C", "S", "O", "O", "O", "H", "H", "H", "H", "H", "H", "N", "C", "H"],
  "xyz": [[-0.229, 0.111, 0.008], [0.288, 2.254, 0.803], [0.892, 2.903, 1.752], [0.935, 4.310, 1.753], [1.595, 5.000, 2.748], [2.240, 4.334, 3.790], [2.201, 2.954, 3.811], [1.539, 2.215, 2.823], [1.572, 0.760, 2.998], [1.017, -0.135, 2.267], [1.264, -1.456, 2.701], [0.690, -2.332, 1.921], [-0.071, -2.108, 0.904], [0.945, -3.775, 2.234], [1.933, -4.153, 3.139], [2.190, -5.493, 3.376], [1.457, -6.469, 2.715], [0.469, -6.097, 1.817], [0.216, -4.756, 1.572], [0.434, 4.826, 0.945], [1.609, 6.084, 2.714], [2.757, 4.888, 4.561], [2.691, 2.410, 4.611], [2.135, 0.399, 3.861], [2.505, -3.382, 3.637], [2.981, -5.774, 4.060], [1.675, -7.516, 2.885], [-0.095, -6.853, 1.284], [-0.530, -4.452, 0.852], [-2.739, 5.211, -5.141], [-3.431, 4.408, -4.485], [-4.667, 4.301, -4.396], [-2.617, 3.402, -3.635], [-1.231, 3.454, -3.595], [-0.542, 2.544, -2.818], [-1.141, 1.606, -2.082], [-2.483, 1.551, -2.115], [-3.246, 2.412, -2.886], [-3.149, 0.461, -1.271], [-4.086, -0.172, -1.736], [-2.583, 0.260, -0.128], [-0.717, 4.208, -4.176], [0.543, 2.563, -2.771], [-4.325, 2.338, -2.914], [2.431, 0.222, -0.922], [3.104, -1.036, -1.130], [3.536, -1.768, -0.032], [4.169, -2.989, -0.221], [4.379, -3.490, -1.497], [3.909, -2.765, -2.583], [3.272, -1.545, -2.409], [5.296, -5.012, -1.754], [6.678, -4.571, -1.890], [5.040, -5.792, -0.551], [4.732, -5.565, -2.979], [2.480, 0.796, -1.757], [2.885, 0.747, -0.179], [3.362, -1.397, 0.973], [4.495, -3.566, 0.635], [4.046, -3.175, -3.575], [2.906, -0.997, -3.271], [-1.778, -2.019, -2.293], [-0.692, -1.625, -2.220], [-2.784, -2.072, -2.232]],
  "total_charge": -2,
  "lumo_energy_ev": 3.6,
  "e_homo_ev": -4.04,
  "orbital_gap_ev": 7.674,
  "multiplicity": 1
}

***

Look up the multiplicity of the third one.
1

***

multiplicity of number 3 (C28H20F10N4S5SiTa)?
1

***

multiplicity of number 1 (C28H20BrN2PRuSe2)?
6